(1)
Here is 3 unconnected molecules or ions with the total composition C31H65BBrN4O14P2S at a distorted geometry from the OMol25 dataset. Energies are from ωB97M-V with the def2-TZVPD basis set.

Geometry as XYZ:
```
119
Properties=species:S:1:pos:R:3:forces:R:3:lowdin_charge:R:1
H -3.181 3.548 3.107 0.067 0.133 -0.227 0.122
C -2.644 -5.048 -0.508 0.044 -0.108 -0.026 -0.074
C 1.223 3.447 -0.800 -0.048 -1.178 0.808 -0.226
H -0.806 4.193 3.568 -0.145 0.035 -0.286 0.123
H -4.618 7.422 0.525 0.031 -0.173 0.369 0.093
C 2.354 -1.125 -4.207 -0.225 0.141 -0.033 -0.276
H -1.344 -0.570 2.121 -0.015 -0.477 -0.168 0.064
C 0.138 3.852 -2.908 -1.007 0.044 -1.120 0.024
H -7.298 -5.626 2.433 0.057 -0.092 0.080 0.074
H 1.572 4.752 3.198 0.292 0.228 -0.171 0.066
H -3.536 -4.546 5.584 0.034 -0.161 -0.010 0.074
H 1.224 -0.802 -2.396 0.014 0.007 -0.024 0.041
H 4.681 -3.968 -0.292 0.011 -0.095 -0.101 0.075
H -1.273 2.012 2.195 0.195 0.122 -0.321 0.114
H 0.743 0.007 2.915 0.305 -0.236 -0.234 0.067
O -4.952 -6.343 1.353 2.241 -1.841 0.304 -0.208
N 2.237 4.972 -2.228 0.129 0.435 -0.474 0.200
H 0.297 -0.554 -3.888 -0.044 0.022 -0.061 0.063
C -0.694 2.861 1.806 0.015 1.349 0.590 -0.155
O 2.765 -3.603 -2.128 -1.194 -1.167 -2.317 -0.215
H 5.034 4.608 1.585 0.304 0.293 -0.200 0.043
N 1.207 4.084 -1.928 -0.346 0.123 -0.018 0.046
H 6.125 3.431 0.868 0.120 0.418 -0.161 0.075
H -3.529 -4.532 -0.879 0.047 0.060 0.023 0.084
O 1.482 2.162 -3.867 0.599 -0.031 0.296 0.186
C 1.062 -1.164 -3.412 0.051 -0.188 -0.038 -0.079
H -1.444 -5.125 1.296 -0.024 0.033 0.057 0.113
H -3.354 5.724 3.994 -0.021 0.367 -0.247 0.130
H -1.966 -3.508 0.823 -0.139 0.015 0.096 0.084
O -2.666 -6.183 3.459 0.329 -3.009 -2.023 -0.224
C -4.549 -4.876 5.817 0.067 0.166 0.009 -0.075
C 3.563 3.093 -0.189 0.708 -0.481 0.072 -0.111
C -2.277 -4.551 0.879 0.019 -0.119 -0.305 -0.294
H -1.825 2.587 -0.029 0.322 0.101 0.087 0.110
H 1.422 0.884 -0.933 -0.330 0.223 0.109 0.078
H -2.879 -6.115 -0.488 0.045 0.012 -0.033 0.071
S -0.588 -0.072 -0.106 -0.261 0.017 -0.465 0.906
H 0.356 2.718 2.099 -0.192 -0.147 -0.370 0.095
H -4.573 -5.229 6.849 -0.023 -0.001 -0.015 0.078
H -3.248 3.628 -3.453 0.064 -0.192 -0.344 0.097
C -1.170 4.170 2.530 -0.335 -1.001 -0.421 -0.204
C -2.709 4.309 2.471 0.473 0.819 0.160 -0.150
H 3.255 5.339 2.887 -0.413 -0.097 0.085 0.077
C 7.094 -3.811 -3.995 0.049 0.163 -0.046 -0.073
N 0.174 2.529 -0.607 0.071 0.202 0.177 -0.095
H -0.715 5.015 1.981 -0.105 -0.085 0.339 0.084
N 2.195 3.556 0.194 -0.062 1.116 -1.433 0.090
C -4.999 -5.961 4.863 0.052 0.250 0.305 -0.299
H 2.221 -1.571 -5.197 0.070 -0.010 0.019 0.116
H -4.400 -6.864 4.985 0.098 0.084 -0.043 0.105
H -2.779 2.070 -2.742 -0.321 0.028 -0.308 0.082
H -2.252 6.403 2.708 -0.132 -0.076 0.575 0.104
O -4.948 -5.479 3.517 -0.007 -0.839 -0.427 -0.238
O 1.699 6.011 0.581 -0.871 -1.245 -0.937 0.151
C 2.998 -4.796 -1.357 -0.153 -0.295 0.352 -0.269
O -4.206 6.237 2.159 -0.053 0.087 0.392 -0.188
H 5.264 3.741 -1.323 -0.346 0.233 0.050 0.117
C 4.625 4.167 -0.532 0.991 -0.727 0.225 -0.272
H 0.152 4.627 -3.692 0.338 -0.030 0.429 0.162
H 2.026 -5.235 -1.122 -0.010 0.028 -0.138 0.114
C -7.326 -6.418 1.685 0.033 0.346 0.050 -0.065
H -1.820 -4.890 -1.207 0.000 -0.010 0.017 0.074
O 1.423 7.220 -2.397 1.007 -0.868 -0.245 0.283
H 2.833 3.598 2.788 0.002 0.362 0.089 0.075
H -3.451 8.134 1.660 -0.017 -0.316 0.012 0.096
H 1.291 1.287 0.759 -0.506 -0.050 -0.093 0.082
O -0.678 1.748 -4.051 -0.231 1.509 0.203 0.094
C -0.889 3.075 0.284 -0.706 -0.491 0.034 -0.160
P -3.784 -6.021 2.477 -2.681 6.520 2.398 0.609
H 3.855 -5.284 0.562 -0.081 -0.008 -0.025 0.084
H -0.693 -2.059 1.241 -0.269 1.246 0.000 0.054
C 0.698 1.217 -0.168 1.021 -0.669 0.098 -0.443
H 3.134 -3.662 0.467 -0.104 -0.117 0.021 0.071
C -1.744 2.531 -4.568 -1.860 0.028 0.601 -0.459
C -6.044 -7.219 1.696 -0.421 -0.326 -0.150 -0.266
H 3.471 2.369 -1.013 -0.161 0.341 0.176 0.134
C 2.478 4.623 2.583 0.306 -0.697 -0.677 0.018
H 7.586 -3.169 -3.263 0.020 -0.085 0.035 0.077
H 0.686 -2.187 -3.332 -0.037 0.038 0.023 0.076
C 0.790 -0.886 2.271 -0.481 0.510 0.285 -0.144
H 3.570 -5.533 -1.923 0.046 0.067 -0.010 0.113
H -7.462 -5.930 0.718 -0.021 -0.146 -0.049 0.082
H -6.038 -6.230 5.073 -0.027 0.038 -0.135 0.116
H -3.066 4.168 1.438 0.073 0.040 0.313 0.114
H 2.669 -0.093 -4.349 0.130 -0.035 0.016 0.103
Br 6.840 5.793 0.237 -0.183 -0.337 0.289 0.661
H -1.034 4.146 0.054 0.282 -0.277 0.055 0.126
C -0.547 -0.976 1.492 1.142 -0.300 0.307 -0.493
H -3.856 2.118 -4.187 0.246 0.106 0.007 0.103
H 0.899 6.312 1.029 0.389 0.480 0.294 0.111
H -5.197 -4.002 5.730 -0.063 -0.065 0.032 0.077
C 5.588 4.367 0.670 -0.788 -0.095 -0.335 -0.613
H 0.890 -1.747 2.943 -0.028 0.158 -0.214 0.080
H 4.245 5.109 -0.931 -0.104 -0.212 0.377 0.079
O -3.404 -4.601 1.746 0.063 -0.916 -0.199 -0.204
O 3.405 -1.784 -3.499 -0.658 -0.784 0.011 -0.205
B 2.112 4.763 1.032 0.262 0.505 2.040 -0.577
H -5.884 -7.699 2.663 0.032 0.084 0.020 0.111
H 3.960 2.501 0.656 -0.309 0.171 -0.191 0.134
O 3.968 -3.629 -5.002 -3.129 -1.908 0.121 -0.216
H 1.682 -0.824 1.637 -0.269 -0.145 0.050 0.067
H 6.304 -5.141 -2.507 -0.094 0.076 0.082 0.115
H -2.978 6.773 0.573 -0.147 0.213 0.217 0.080
C -3.001 2.585 -3.689 0.926 -0.493 0.597 0.036
H -8.186 -7.059 1.884 0.050 -0.053 -0.054 0.084
C 3.710 -4.413 -0.078 0.187 0.273 0.001 -0.064
H 5.479 -5.245 -4.056 -0.033 0.119 -0.064 0.106
C -3.111 5.747 2.925 0.104 -0.689 -0.790 -0.210
P 3.525 -3.416 -3.590 5.671 4.313 2.231 0.609
H -6.090 -8.003 0.938 0.150 0.015 0.023 0.118
O 4.986 -3.616 -2.841 -0.758 -0.602 0.120 -0.241
C 0.375 2.529 -3.660 0.422 -0.895 -0.015 -0.425
C 5.941 -4.551 -3.353 0.376 0.120 -0.143 -0.300
H -0.858 3.907 -2.459 0.387 -0.100 0.188 0.131
H 7.829 -4.509 -4.399 -0.007 -0.002 0.027 0.079
C -3.791 7.188 1.206 0.116 0.064 -0.642 -0.124
H 6.744 -3.165 -4.801 -0.084 -0.130 -0.046 0.077
C 1.855 6.151 -2.338 -1.275 0.688 0.489 -0.200
O -1.652 3.098 -5.598 0.662 0.142 -0.343 0.196
```
Positions in Å, forces in eV/Å.

Multiplicity: 1
Charge: +1
Max |F|: 7.47 eV Å⁻¹



(2)
Here is 3 unconnected molecules or ions with the total composition C31H66B2INO12PS at a distorted geometry from the OMol25 dataset. Energies are from ωB97M-V with the def2-TZVPD basis set.

Geometry as XYZ:
```
115
Properties=species:S:1:pos:R:3:forces:R:3:lowdin_charge:R:1
H 1.388 -0.139 5.009 0.079 0.126 0.046 0.086
C 0.601 6.596 1.699 -0.422 1.133 0.571 0.133
C 0.576 1.140 1.830 0.607 0.040 0.289 -0.012
H -6.155 -2.533 -4.507 -0.052 0.000 0.043 0.087
H -4.534 1.490 -5.103 -0.084 -0.127 -0.103 0.121
H 2.019 1.725 3.474 -0.092 0.431 -0.170 0.145
H -4.580 1.550 -3.346 0.030 -0.033 0.021 0.122
O -2.564 1.440 -0.170 0.776 0.848 -0.213 0.219
C -4.112 0.164 4.749 -0.244 -0.002 -0.534 -0.179
C -2.971 -0.721 -5.132 0.117 -0.120 0.095 -0.181
H 4.083 2.667 -0.040 -0.111 0.205 -0.098 0.104
H -3.177 2.747 2.996 -0.218 -0.264 0.044 0.110
H -1.960 3.716 3.736 0.083 0.024 -0.026 0.096
H -3.770 -1.421 -5.377 -0.079 0.112 -0.117 0.121
H 0.665 -5.348 -2.473 -0.012 0.002 0.038 0.128
C -3.190 1.782 -7.737 -0.022 -0.113 -0.048 -0.109
H -3.761 0.605 2.641 0.011 0.075 -0.132 0.078
H 2.528 -1.683 -3.316 0.004 0.063 0.023 0.086
C 3.147 -2.651 -0.971 0.296 0.029 -0.058 -0.209
H 4.767 2.396 1.551 0.082 -0.058 0.019 0.088
H -0.755 -0.363 -1.251 0.269 0.188 0.036 0.104
H 5.289 -1.148 3.660 -0.142 -0.134 0.005 0.127
C 1.694 -5.138 -2.172 -0.112 -0.007 -0.061 -0.179
H -0.351 2.941 -0.799 -0.108 -0.217 0.136 0.105
C 3.598 -1.839 -3.136 0.108 -0.062 0.053 -0.106
C -3.312 0.046 3.454 0.272 -0.741 0.112 -0.697
H 6.234 0.666 4.915 -0.038 -0.013 0.088 0.079
P -0.007 1.905 5.867 1.890 0.355 0.978 0.490
H -6.672 0.697 -3.973 0.031 0.002 0.187 0.130
C 1.344 -0.169 3.921 -0.142 -0.256 -0.037 -0.115
H -6.723 -2.370 -6.179 -0.030 0.041 -0.023 0.091
H 4.065 -2.143 -4.071 0.051 0.003 0.020 0.092
C 5.974 0.861 3.877 -0.105 -0.131 0.355 -0.062
H -2.701 2.465 4.689 -0.198 -0.168 0.011 0.063
H -1.270 4.381 -0.534 -0.077 0.045 -0.033 0.130
H -2.763 2.503 -7.031 0.050 0.002 -0.029 0.086
O -3.545 0.583 -7.084 -0.037 0.195 0.241 -0.196
N 0.004 2.036 3.997 0.371 -0.914 -0.209 -0.270
H -2.473 1.597 -8.545 0.036 0.067 0.008 0.090
C -5.814 0.034 -4.149 -0.160 0.060 -0.268 -0.206
H 3.840 -2.115 -0.305 -0.157 0.055 0.116 0.126
C 4.494 -7.286 -1.376 0.005 0.026 -0.112 -0.109
C 3.836 2.550 1.015 0.581 -0.539 0.002 -0.023
O 1.477 1.500 -0.577 -0.726 0.287 0.292 0.179
H 2.259 -6.938 -3.164 -0.144 -0.074 0.058 0.131
H -2.130 3.430 1.232 -0.129 -0.150 0.052 0.121
H -5.740 -0.675 -3.315 0.018 0.001 0.021 0.126
C -0.734 -0.991 -0.361 -0.656 -1.119 -0.033 -0.024
O 3.032 1.386 1.223 -0.563 0.752 0.439 0.015
C -2.475 -0.003 -6.366 -0.162 -0.105 -0.226 -0.205
H 0.497 7.415 2.370 0.113 -0.013 0.068 0.039
H -0.730 4.021 1.999 0.030 0.009 0.079 0.090
H 0.451 0.056 1.730 -0.425 -0.033 -0.335 0.132
O 3.698 0.147 3.933 -0.213 0.142 -0.158 -0.142
C -1.055 3.280 1.275 0.281 0.068 -0.461 -0.121
O 0.401 3.381 3.885 -0.414 0.361 0.350 -0.034
C 1.076 1.210 3.308 0.354 -0.401 0.130 -0.189
H 2.109 -4.434 -2.895 0.162 -0.041 0.031 0.121
O -1.558 -0.483 0.697 1.064 0.592 -0.127 -0.049
C -1.277 1.702 3.226 -1.899 0.431 0.153 -0.329
O 1.583 -4.551 -0.882 -0.057 0.074 0.024 -0.129
H -1.251 -0.483 3.084 0.023 0.115 -0.267 0.052
C -0.851 1.809 1.726 0.215 0.030 0.712 -0.134
H 5.528 -6.984 -1.224 0.012 0.005 -0.062 0.089
H -2.135 -1.308 -4.742 0.009 0.024 0.015 0.124
C 0.593 5.785 0.827 0.626 -1.375 -0.003 -0.135
H 2.810 -1.697 3.950 0.010 -0.182 -0.168 0.141
C 0.761 4.588 0.007 -0.448 0.436 -0.940 -0.195
H 2.461 -3.728 0.714 -0.018 -0.005 -0.005 0.122
O -6.024 -0.650 -5.369 0.238 -0.161 0.072 -0.198
O -3.347 0.134 -4.058 -0.016 0.080 0.077 -0.144
H 5.568 1.870 3.838 0.041 0.118 -0.188 0.072
H 3.378 3.446 1.434 -0.130 0.062 -0.098 0.093
C 4.960 -0.144 3.374 0.691 0.017 0.024 -0.277
H -1.145 -1.956 -0.650 -0.061 -0.058 -0.033 0.107
C 2.445 -6.450 -2.199 0.209 0.019 -0.211 -0.202
C -0.517 3.738 -0.083 0.079 0.267 -0.046 -0.155
H -1.980 -0.734 -7.019 0.158 0.016 0.089 0.130
H 2.743 -0.841 2.389 0.013 -0.015 -0.106 0.123
H 2.069 -7.098 -1.400 -0.007 0.010 0.025 0.127
H 0.274 -1.200 -0.008 0.200 0.336 -0.084 0.083
H 2.253 -2.032 -1.122 -0.008 0.008 -0.008 0.110
H -5.070 -0.328 4.612 -0.135 0.035 0.093 0.052
H -0.177 0.541 6.096 -0.712 0.075 -0.310 -0.003
S 1.637 2.509 6.628 -0.348 -0.043 -0.192 0.308
C 2.740 -3.954 -0.320 -0.025 -0.041 0.137 -0.183
H 0.691 3.544 2.974 -0.019 -0.186 -0.087 0.115
O 3.809 -2.872 -2.201 -0.263 -0.083 -0.130 -0.187
C 2.691 -0.719 3.475 0.083 0.084 0.341 -0.202
H -4.097 2.207 -8.160 -0.012 -0.049 -0.035 0.091
H 4.933 -0.116 2.281 -0.320 0.020 -0.103 0.111
H -2.535 0.975 -1.016 -0.678 -0.225 0.035 0.124
H 4.476 -8.216 -1.955 -0.004 -0.044 0.060 0.091
H -3.594 -0.365 5.544 0.026 0.109 0.212 0.077
C -6.693 -1.882 -5.206 -0.036 0.107 -0.067 -0.108
O 3.840 -6.241 -2.063 -0.055 0.116 0.297 -0.198
C -4.557 0.873 -4.205 0.050 0.080 0.112 -0.179
H 4.052 -0.899 -2.800 -0.057 0.046 -0.027 0.086
I -3.555 -2.039 2.851 -0.017 0.141 0.018 0.938
H 1.641 4.034 0.332 0.037 -0.030 0.256 0.080
C -2.348 2.701 3.692 0.534 0.601 -0.220 -0.011
C -1.793 0.286 3.618 0.362 -0.041 0.173 -0.210
H -1.581 0.084 4.670 -0.027 0.068 0.056 0.086
H 6.890 0.790 3.297 0.053 0.102 -0.117 0.082
H 0.983 4.926 -1.010 0.148 -0.097 -0.045 0.130
H 3.577 -4.653 -0.286 0.064 0.047 -0.152 0.124
H -1.742 0.758 -6.073 0.000 0.017 0.022 0.124
H 0.595 -0.908 3.638 -0.099 0.041 0.033 0.123
H -1.138 2.633 6.246 -0.317 -0.254 -0.467 0.013
H 1.817 2.298 -0.992 0.375 -0.272 -0.326 0.107
H -7.718 -1.734 -4.851 0.002 -0.064 0.046 0.090
H -4.331 1.197 5.011 0.180 0.095 0.183 0.071
B 1.730 1.405 0.773 0.558 -0.178 -0.233 -0.631
B -1.676 0.897 0.708 -0.910 -0.878 0.038 -0.652
H 4.035 -7.461 -0.396 -0.015 -0.055 -0.017 0.088
```
Positions in Å, forces in eV/Å.

Multiplicity: 1
Charge: +1
Max |F|: 2.16 eV Å⁻¹



What did we get for LUMO level? Answer: -3.950; -2.404 eV, in the order shown.
What did we get for relative energy (zero: lowest compared OMol25 entry of this formula, charge and spin)? Answer: 0.00; 0.00 kcal per mole, in the order shown.
What did we get for frontier orbital gap? Answer: 7.6859; 8.4376 eV, in the order shown.